Below is 2 unconnected molecules or ions with the total composition C6H14N2, with properties calculated with ωB97M-V/def2-TZVPD.

Summary:
SMILES ... C=CCN.C=NCC
HOMO-LUMO gap ... 10.12 eV
E_HOMO ... -0.3325 hartree
Relative energy (zero: lowest compared OMol25 entry of this formula, charge and spin) ... 184.0 kJ/mol
E_tot ... -9427.577 eV
LUMO ... 1.07 eV

```
! wB97M-V def2-TZVPD RIJCOSX def2/J DEFGRID3
* xyz 0 1
C 3.42 0.28 1.52
C 2.38 0.70 0.80
C 2.35 0.74 -0.71
N 1.55 -0.37 -1.23
H 3.40 0.26 2.59
H 4.30 -0.07 0.99
H 1.49 1.05 1.31
H 1.98 1.73 -1.01
H 3.38 0.66 -1.06
H 1.59 -0.31 -2.25
H 0.58 -0.20 -0.96
C -1.32 -1.93 0.50
N -1.34 -0.81 -0.07
C -2.62 -0.34 -0.58
C -3.10 0.94 0.11
H -2.19 -2.60 0.55
H -0.37 -2.31 0.84
H -2.45 -0.11 -1.64
H -3.37 -1.13 -0.52
H -3.76 1.49 -0.56
H -3.62 0.72 1.04
H -2.26 1.60 0.32
*
```

Here is what Mulliken gives for the atomic charges, in e: number 1, C, carries -0.74; number 2, C, carries -0.04; number 3, C, carries -0.53; number 4, N, carries -0.56; number 5, H, carries 0.27; number 6, H, carries 0.23; number 7, H, carries 0.29; number 8, H, carries 0.24; number 9, H, carries 0.41; number 10, H, carries 0.24; number 11, H, carries 0.21; number 12, C, carries -0.41; number 13, N, carries -0.20; number 14, C, carries -0.37; number 15, C, carries -1.12; number 16, H, carries 0.21; number 17, H, carries 0.29; number 18, H, carries 0.28; number 19, H, carries 0.36; number 20, H, carries 0.32; number 21, H, carries 0.30; number 22, H, carries 0.30